{
  "formula": "C26H52O52S13",
  "method": "ωB97M-V/def2-TZVPD",
  "symbols": ["C", "C", "O", "S", "O", "O", "O", "H", "H", "H", "H", "C", "C", "O", "S", "O", "O", "O", "H", "H", "H", "H", "C", "C", "O", "S", "O", "O", "O", "H", "H", "H", "H", "C", "C", "O", "S", "O", "O", "O", "H", "H", "H", "H", "C", "C", "O", "S", "O", "O", "O", "H", "H", "H", "H", "C", "C", "O", "S", "O", "O", "O", "H", "H", "H", "H", "C", "C", "O", "S", "O", "O", "O", "H", "H", "H", "H", "C", "C", "O", "S", "O", "O", "O", "H", "H", "H", "H", "C", "C", "O", "S", "O", "O", "O", "H", "H", "H", "H", "C", "C", "O", "S", "O", "O", "O", "H", "H", "H", "H", "C", "C", "O", "S", "O", "O", "O", "H", "H", "H", "H", "C", "C", "O", "S", "O", "O", "O", "H", "H", "H", "H", "C", "C", "O", "S", "O", "O", "O", "H", "H", "H", "H"],
  "positions_angstrom": [[14.2204, 6.8646, -18.9908], [14.8453, 7.8840, -18.0457], [13.6982, 8.5270, -17.4831], [12.5145, 7.5124, -17.2123], [11.2935, 8.1119, -17.5061], [12.6642, 6.8742, -15.9650], [12.9726, 6.5373, -18.4175], [14.8203, 5.9647, -19.1281], [14.0491, 7.2801, -19.9881], [15.4628, 8.6379, -18.5184], [15.3267, 7.3796, -17.2044], [16.7209, 1.2363, -26.7726], [16.0335, 1.9083, -25.5959], [16.8732, 3.0471, -25.3223], [17.2937, 3.6831, -26.7059], [18.6034, 4.1944, -26.5845], [16.3009, 4.5240, -27.2756], [17.2992, 2.3002, -27.5099], [15.9331, 0.7395, -27.3402], [17.4616, 0.4841, -26.4997], [15.8140, 1.3177, -24.7126], [15.0811, 2.2834, -25.9731], [11.4954, -0.2712, -20.7579], [10.9871, 0.8344, -21.6935], [9.8419, 1.4404, -21.0202], [9.7557, 0.9267, -19.5144], [8.4271, 0.7043, -19.1150], [10.6103, 1.7171, -18.7088], [10.4154, -0.4831, -19.8517], [12.4344, -0.0778, -20.2421], [11.6176, -1.1965, -21.3181], [10.5537, 0.4192, -22.5997], [11.6611, 1.6604, -21.8786], [8.4037, 1.4739, -28.4823], [9.4224, 0.4530, -28.9917], [9.7558, -0.2879, -27.8306], [8.6891, -0.1056, -26.6460], [9.2644, 0.7309, -25.6553], [8.1626, -1.3479, -26.2508], [7.6562, 0.7095, -27.5397], [7.7622, 1.9205, -29.2353], [8.9357, 2.2888, -27.9843], [10.3024, 0.8933, -29.4524], [8.8874, -0.1556, -29.7265], [5.5772, 8.6135, -23.0415], [5.7661, 7.2347, -23.6272], [7.1602, 6.9347, -23.5144], [7.8600, 7.8190, -22.3835], [8.9717, 8.4649, -22.9792], [8.0994, 7.0823, -21.2147], [6.6663, 8.8380, -22.1752], [4.6115, 8.6771, -22.5358], [5.4836, 9.4169, -23.7801], [5.3472, 7.1085, -24.6217], [5.3081, 6.4884, -22.9689], [11.8624, 2.9412, -27.7442], [12.7254, 4.1675, -27.9259], [13.0186, 4.0394, -29.3303], [13.4303, 2.5481, -29.6729], [14.7567, 2.2884, -29.2902], [12.9969, 2.2207, -30.9662], [12.4811, 1.8996, -28.5566], [10.8992, 3.0650, -28.2480], [11.5745, 2.5141, -26.7861], [13.6223, 4.2606, -27.3156], [12.1316, 5.0749, -27.8450], [10.2870, 9.8950, -27.5812], [10.6550, 8.6678, -28.3848], [12.0760, 8.6106, -28.2676], [12.5841, 9.1445, -26.8599], [13.5939, 10.0953, -27.0466], [12.8871, 8.0815, -25.9774], [11.2021, 9.8419, -26.4774], [9.2818, 9.9334, -27.1722], [10.4487, 10.8215, -28.1385], [10.4367, 8.6827, -29.4467], [10.1881, 7.8003, -27.9085], [9.9639, 5.2758, -18.5849], [8.4808, 5.6138, -18.3856], [8.2265, 5.1347, -17.0645], [9.4749, 5.4708, -16.1354], [9.6039, 4.5150, -15.1082], [9.4742, 6.8383, -15.8061], [10.5450, 5.0498, -17.3011], [10.5285, 6.0295, -19.1330], [10.0692, 4.3218, -19.1055], [7.9497, 4.9966, -19.1001], [8.2725, 6.6707, -18.5306], [5.8318, 4.5695, -26.6215], [5.9926, 5.7571, -27.5616], [7.3905, 5.9210, -27.7361], [8.2426, 5.2930, -26.5361], [8.6471, 6.3483, -25.6892], [9.2326, 4.4221, -27.0467], [7.0494, 4.4806, -25.8838], [5.5600, 3.6146, -27.0753], [5.0416, 4.7195, -25.8825], [5.6019, 6.6492, -27.0664], [5.4560, 5.5899, -28.4907], [7.3417, 2.5633, -23.1155], [8.2198, 3.6677, -22.5723], [7.6817, 3.9317, -21.2829], [6.1202, 3.6272, -21.2080], [5.2894, 4.7777, -21.2572], [5.9316, 2.7596, -20.1106], [6.0520, 2.8798, -22.6092], [7.7117, 1.6087, -22.7238], [7.3846, 2.4123, -24.1908], [8.1457, 4.5635, -23.2030], [9.2684, 3.4225, -22.4893], [11.7784, 10.8130, -23.2004], [13.2793, 10.6674, -23.0367], [13.5595, 10.3097, -21.7000], [12.1764, 9.8605, -20.9604], [12.2529, 10.3198, -19.6393], [12.0681, 8.4699, -21.2113], [11.2109, 10.7151, -21.8808], [11.3728, 9.9654, -23.7519], [11.4958, 11.7440, -23.6801], [13.8839, 11.5127, -23.3664], [13.6272, 9.9007, -23.7411], [15.8897, 4.3544, -21.8679], [16.8081, 3.7769, -20.8194], [16.0693, 2.6203, -20.3631], [14.4977, 2.7480, -20.5792], [13.8076, 2.9705, -19.3718], [14.1245, 1.7467, -21.5134], [14.5810, 4.1719, -21.3478], [15.9898, 3.8991, -22.8466], [16.0713, 5.4186, -22.0267], [17.0387, 4.3917, -19.9502], [17.7458, 3.4024, -21.2241], [11.5691, 6.1107, -23.8448], [11.9095, 5.5677, -22.4742], [11.6378, 4.1602, -22.4818], [11.7024, 3.6097, -23.9971], [10.7026, 2.6360, -24.2189], [13.0396, 3.3196, -24.3655], [11.2231, 4.9729, -24.6381], [12.3727, 6.6966, -24.2804], [10.7053, 6.7749, -23.8500], [11.3213, 6.0805, -21.7144], [12.9452, 5.7396, -22.1864]],
  "forces_ev_per_angstrom": [[0.4, 0.2, -0.7], [-0.6, -0.6, 0.8], [0.0, 1.1, 0.2], [1.5, -0.7, -0.5], [-1.3, 0.9, -0.9], [0.6, -0.5, 0.5], [-0.7, -0.5, 0.4], [-0.1, -0.1, 0.3], [-0.1, 0.1, 0.1], [0.0, 0.0, 0.0], [0.5, 0.1, -0.2], [-0.7, -0.9, 0.5], [-0.6, 0.4, -0.7], [-0.2, 0.1, 0.7], [0.3, -0.3, -0.9], [0.5, 0.0, 0.2], [-0.5, -0.1, 0.4], [0.3, 0.3, -0.1], [0.2, 0.1, -0.4], [0.3, 0.3, 0.0], [0.6, 0.1, 0.1], [-0.2, 0.1, 0.2], [0.2, -0.4, -0.5], [-0.7, 0.5, 0.2], [-0.2, 0.0, 0.2], [0.3, -0.2, -0.2], [-0.7, -0.1, -0.2], [0.5, 0.2, 0.1], [0.1, -0.1, 0.6], [-0.2, 0.4, 0.1], [0.0, 0.0, 0.1], [0.3, 0.1, -0.2], [0.4, -0.4, -0.1], [1.2, 0.6, -0.1], [-1.2, 0.5, -0.8], [0.3, -0.5, 0.4], [0.9, 0.3, -0.4], [0.0, 0.4, 0.1], [-0.6, -0.5, -0.2], [-0.7, 0.0, 0.4], [-0.2, -0.4, 0.0], [-0.3, 0.0, 0.2], [0.1, 0.0, 0.3], [0.4, -0.4, 0.1], [-1.3, 0.7, -0.8], [-0.5, -1.2, 1.4], [0.2, 0.4, -0.3], [0.3, 0.2, -1.2], [0.2, 0.5, -0.4], [-0.3, -0.7, 1.0], [0.1, 0.1, 0.5], [0.3, -0.2, 0.6], [0.7, -0.1, -0.1], [0.6, 0.1, -0.3], [-0.4, 0.2, -0.2], [-1.3, -1.0, -0.7], [-0.6, 0.1, 0.0], [0.6, 0.4, -0.6], [-0.7, 0.3, 1.5], [1.2, -0.2, 0.3], [-0.6, -0.1, -1.0], [0.4, -0.2, 0.1], [0.1, 0.7, 0.1], [0.8, 0.2, 0.3], [0.1, -0.3, -0.1], [0.0, 0.0, 0.2], [0.1, 0.8, -0.3], [-0.5, -0.4, 0.3], [0.5, -0.3, 0.0], [-0.6, -0.3, -0.4], [0.7, 1.3, -0.5], [-0.6, -0.6, 0.4], [0.1, -0.1, 0.6], [0.0, -0.4, 0.0], [0.2, -0.1, 0.0], [-0.1, 0.2, 0.0], [0.2, -0.2, -0.2], [0.5, -0.4, -0.6], [0.9, -0.4, -0.4], [-0.7, 0.2, 0.4], [0.6, -1.5, -1.1], [-0.2, -0.5, 0.3], [0.1, 0.9, -0.2], [-0.4, 1.1, 1.1], [-0.1, 0.2, 0.2], [0.0, 0.0, 0.0], [-0.5, 0.2, 0.2], [-0.2, 0.0, 0.4], [-1.0, -0.4, 0.6], [-0.6, 0.1, 0.8], [0.4, -0.4, -0.6], [-0.3, 0.4, -0.1], [0.1, 0.3, 0.3], [0.0, -0.4, -0.4], [0.4, -0.1, 0.1], [0.6, 0.0, -0.3], [0.1, 0.3, 0.0], [0.0, 0.1, -0.2], [0.4, 0.1, -0.3], [1.5, -1.1, 0.4], [0.1, 0.7, -1.1], [-0.2, 0.4, 0.4], [0.5, -0.6, 0.6], [0.2, 0.6, -0.7], [-0.1, -0.5, 0.1], [-0.8, 0.0, -0.4], [-0.4, 0.0, 0.4], [-0.5, 0.6, -0.1], [-0.1, 0.0, 0.2], [-0.1, -0.3, 0.3], [-0.5, -0.6, -0.2], [1.2, -0.5, -1.5], [-0.7, 0.3, 0.4], [1.9, 0.1, -0.8], [-0.6, 0.6, 0.6], [-0.7, -0.7, -0.4], [0.1, 0.3, 0.6], [0.0, 0.2, -0.2], [-0.2, 0.1, 0.3], [-0.3, 0.5, 0.7], [-0.1, -0.4, 0.4], [0.4, 1.0, -0.3], [0.1, -0.8, 0.1], [0.0, -0.3, 0.4], [0.9, 1.2, -0.8], [-0.2, -0.2, 0.2], [-0.3, -0.4, 0.1], [-0.3, -0.3, 0.3], [0.0, -0.5, -0.1], [-0.2, 0.0, 0.2], [-0.3, 0.3, -0.1], [0.0, 0.0, -0.1], [-0.2, 0.8, -0.2], [0.4, 0.8, 1.0], [-0.2, -0.7, -0.6], [-0.2, 1.4, 0.8], [-0.3, -0.2, 0.1], [0.6, 0.0, -0.1], [0.0, -0.5, -0.8], [0.2, -0.4, -0.2], [-0.2, -0.3, 0.1], [-0.3, -0.5, 0.1], [0.1, -0.2, -0.3]],
  "mulliken_charge": [0.7037, -0.4770, -0.3792, 1.1880, -0.4644, -0.6224, -0.1669, -0.3510, -0.0905, 0.3208, 0.3759, -0.3283, 0.0872, -0.2573, 1.1174, -0.6288, -0.4753, -0.2622, 0.2556, 0.3159, 0.4806, -0.2736, -0.1957, 0.8730, -0.1641, 1.1275, -0.5857, -0.5218, -0.4299, 0.1523, 0.3741, 0.2585, -0.8534, 0.6209, -0.3278, -0.3236, 0.9197, -0.1365, -0.6291, -0.4123, 0.4578, -0.5552, 0.2277, 0.3423, -0.5370, -0.0115, -0.1069, 0.8666, -0.5180, -0.3149, -0.3465, 0.3264, 0.2903, 0.1081, 0.2291, -0.1167, 0.5383, -0.3933, 1.0055, -0.4658, -0.6328, -0.2937, -0.2679, 0.3099, 0.1162, 0.0099, -0.4015, 0.2266, -0.3355, 0.9620, -0.5918, -0.3476, -0.2613, 0.3360, 0.2710, 0.3957, -0.2743, 1.0338, 0.7399, -0.3944, 1.0045, -0.6043, -0.5201, -0.3004, -0.4834, -0.3601, -0.5414, 0.3980, -0.4910, -0.3615, -0.3181, 0.4196, -0.1523, -0.3980, -0.1722, 0.3029, 0.3453, 0.2485, 0.3448, 0.3048, 1.7203, 0.3114, 0.9452, -0.6512, -0.5763, -0.4471, 0.2538, -0.1324, -0.6185, -0.9220, 0.1182, -0.2126, -0.4118, 0.8354, -0.5841, -0.1957, -0.3512, -0.1764, 0.4048, 0.3317, 0.1307, -0.2428, -0.3931, -0.3991, 1.3084, -0.5832, -0.5355, -0.2680, 0.0558, 0.4081, 0.2724, 0.3788, 0.0571, 0.8307, -0.1682, 0.3653, -0.2201, -0.1492, 0.0664, -0.0387, -0.1043, -0.1148, -0.4043],
  "lumo_ev": -0.80,
  "orbital_gap_ev": 9.11,
  "fmax_ev_per_a": 2.1,
  "e_above_lowest_kj_mol": 86.53,
  "charge": 0
}



{
  "formula": "C26H53Br2N8O7P2",
  "method": "ωB97M-V/def2-TZVPD",
  "symbols": ["C", "C", "Br", "C", "Br", "P", "O", "P", "N", "C", "C", "C", "N", "C", "C", "H", "H", "H", "H", "H", "H", "H", "H", "H", "H", "H", "C", "O", "N", "C", "C", "H", "H", "H", "H", "H", "H", "H", "C", "O", "N", "C", "C", "H", "H", "H", "H", "H", "H", "H", "C", "O", "N", "C", "C", "H", "H", "H", "H", "H", "H", "H", "C", "O", "N", "C", "C", "H", "H", "H", "H", "H", "H", "H", "C", "O", "N", "C", "C", "H", "H", "H", "H", "H", "H", "H", "C", "O", "N", "C", "C", "H", "H", "H", "H", "H", "H", "H"],
  "positions_angstrom": [[-0.3767, 1.4736, 3.3440], [0.3883, 0.5967, 2.4033], [0.1914, 1.0745, 0.6154], [1.1346, -0.4519, 2.7654], [2.0039, -1.5667, 1.5138], [1.4100, -0.9287, 4.4491], [1.7750, -2.4627, 4.3830], [-0.4103, -0.8040, 5.7470], [-1.7132, -1.4355, 5.2066], [2.7229, -0.0213, 5.2696], [3.4481, -0.6521, 6.2832], [4.4305, 0.0859, 6.9380], [4.7149, 1.3515, 6.6615], [4.0272, 1.9304, 5.6857], [3.0207, 1.3007, 4.9575], [-0.8531, 2.2627, 2.7745], [-1.1755, 0.9216, 3.8337], [0.2576, 1.9618, 4.0770], [2.5481, -2.7118, 4.9080], [0.1020, -1.3427, 6.9491], [-0.4484, 0.5830, 5.9930], [-1.6057, -1.9232, 4.3173], [3.2591, -1.6738, 6.5730], [4.9984, -0.3854, 7.7241], [4.2730, 2.9539, 5.4514], [2.4938, 1.8243, 4.1795], [-0.0659, -4.4167, 3.0365], [-0.9107, -3.5546, 3.2478], [-0.2412, -5.4976, 2.2790], [0.8185, -6.4623, 2.0591], [-1.5423, -5.7234, 1.6498], [0.9432, -4.3469, 3.4567], [1.0453, -6.5347, 0.9946], [0.5145, -7.4454, 2.4204], [1.7180, -6.1560, 2.5905], [-1.7871, -4.8898, 0.9987], [-2.3109, -5.7984, 2.4187], [-1.5214, -6.6357, 1.0655], [-4.4504, -5.2621, -0.3531], [-3.4782, -5.9684, -0.5717], [-4.8280, -4.2262, -1.1126], [-6.0003, -3.4199, -0.8059], [-4.0397, -3.9054, -2.2886], [-5.1160, -5.4308, 0.5094], [-6.7182, -3.4665, -1.6268], [-5.7014, -2.3806, -0.6475], [-6.4754, -3.7908, 0.0995], [-4.0161, -4.7556, -2.9708], [-3.0124, -3.6728, -2.0039], [-4.4804, -3.0489, -2.7920], [0.3596, 4.2551, -0.4489], [-0.2120, 4.4442, 0.6151], [0.7479, 5.1998, -1.3039], [1.4445, 4.8980, -2.5496], [0.4655, 6.5895, -0.9753], [0.6235, 3.2287, -0.7642], [2.4155, 5.3803, -2.5628], [0.8588, 5.2586, -3.3953], [1.5838, 3.8239, -2.6502], [0.9425, 6.8567, -0.0324], [-0.6088, 6.7389, -0.8678], [0.8456, 7.2282, -1.7670], [4.6442, 4.2992, -4.8639], [3.6327, 4.8621, -4.4831], [4.6802, 3.3770, -5.8389], [5.9155, 2.7418, -6.2566], [3.4358, 3.0120, -6.4965], [5.6346, 4.5137, -4.4302], [6.1082, 2.9450, -7.3111], [5.8544, 1.6616, -6.1121], [6.7458, 3.1274, -5.6696], [2.9844, 3.8884, -6.9612], [2.7281, 2.6127, -5.7693], [3.6361, 2.2619, -7.2565], [-8.5139, -2.3296, -3.7215], [-8.3368, -3.3275, -3.0444], [-8.2915, -2.2602, -5.0431], [-8.5233, -1.0473, -5.8037], [-7.8055, -3.4478, -5.7285], [-8.8842, -1.3841, -3.2917], [-9.2693, -1.2240, -6.5800], [-7.5974, -0.7129, -6.2751], [-8.8845, -0.2612, -5.1446], [-8.5139, -4.2672, -5.6092], [-6.8509, -3.7628, -5.3063], [-7.6798, -3.2278, -6.7850], [3.9351, 4.5328, 0.8846], [4.5403, 5.5790, 0.8153], [4.4848, 3.3591, 1.2747], [3.7125, 2.1395, 1.3374], [5.8932, 3.3381, 1.6363], [2.8626, 4.4484, 0.6325], [3.7090, 1.7462, 2.3597], [4.1366, 1.3842, 0.6714], [2.6884, 2.3404, 1.0316], [6.0802, 4.0189, 2.4672], [6.5041, 3.6620, 0.7939], [6.1780, 2.3283, 1.9224]],
  "forces_ev_per_angstrom": [[-0.2, 0.3, -0.2], [-0.2, 0.1, 0.1], [-0.1, -0.3, -0.1], [0.2, -0.2, -0.3], [0.1, 0.1, 0.1], [-0.3, 0.4, 0.1], [0.3, 0.0, 0.5], [-1.3, -0.4, -0.2], [0.8, 0.5, -0.2], [0.3, -0.2, 0.0], [-0.1, 0.5, -0.2], [-0.2, -0.3, 0.0], [0.0, -0.1, -0.2], [-0.3, 0.1, -0.2], [0.0, -0.3, 0.3], [0.0, 0.2, 0.0], [-0.1, -0.2, 0.1], [0.1, 0.0, 0.2], [0.1, -0.1, -0.1], [0.4, 0.2, 0.0], [0.3, 0.0, 0.2], [-0.3, -0.4, 0.1], [0.0, -0.1, 0.2], [0.2, 0.0, 0.2], [0.1, 0.2, 0.0], [0.0, 0.2, -0.2], [0.1, -0.1, -0.2], [0.0, 0.2, 0.0], [-0.1, -0.1, 0.0], [-0.1, 0.0, 0.0], [0.1, 0.2, 0.2], [0.1, -0.1, 0.0], [0.0, 0.0, 0.0], [0.0, 0.0, 0.0], [0.0, 0.0, 0.0], [0.0, 0.0, -0.1], [0.0, 0.0, -0.1], [0.0, 0.0, 0.0], [0.0, -0.2, 0.1], [0.0, 0.1, 0.0], [-0.1, 0.2, 0.0], [0.1, 0.0, -0.2], [0.0, -0.1, 0.1], [0.0, 0.0, 0.0], [0.0, 0.0, 0.2], [-0.1, 0.0, 0.1], [0.0, 0.0, 0.0], [0.0, 0.0, 0.0], [0.0, 0.0, 0.0], [0.0, 0.0, 0.0], [0.0, -0.1, 0.2], [0.0, 0.0, 0.1], [0.0, 0.0, -0.1], [-0.2, 0.2, 0.3], [0.0, -0.1, 0.1], [0.1, 0.2, -0.3], [0.1, 0.0, -0.1], [0.1, 0.0, -0.1], [0.0, 0.0, 0.0], [0.0, 0.0, 0.0], [0.0, 0.0, 0.0], [0.0, 0.0, 0.0], [0.1, 0.1, 0.1], [0.0, -0.1, -0.1], [0.1, -0.1, -0.1], [-0.2, 0.0, 0.0], [0.0, 0.1, 0.1], [0.0, 0.0, 0.0], [0.1, 0.0, 0.0], [0.1, 0.0, 0.0], [0.0, 0.0, 0.0], [0.0, 0.0, 0.0], [0.0, 0.0, 0.0], [0.0, 0.0, 0.0], [-0.1, 0.0, 0.1], [0.0, 0.0, -0.1], [0.0, 0.1, -0.1], [0.1, -0.2, 0.0], [0.0, 0.0, 0.1], [0.0, 0.0, 0.0], [0.0, 0.1, 0.0], [0.0, 0.1, 0.0], [0.0, 0.0, 0.0], [0.0, 0.0, 0.0], [0.0, 0.0, 0.0], [0.0, 0.0, 0.0], [-0.1, 0.1, -0.1], [0.1, 0.0, 0.0], [0.0, -0.1, 0.1], [0.3, 0.1, 0.0], [-0.1, 0.1, 0.0], [0.0, 0.0, 0.0], [0.0, -0.1, -0.1], [-0.1, -0.1, 0.0], [0.0, 0.0, 0.0], [0.1, 0.0, 0.0], [0.0, 0.0, 0.0], [0.0, 0.0, 0.0]],
  "mulliken_charge": [-1.4779, 0.4425, 0.0206, 0.2875, -0.0319, 0.6517, -0.2007, 0.0905, -0.6412, 0.8408, -0.6972, -0.5341, -0.5229, -0.5483, -0.3004, 0.4859, 0.3828, 0.3127, 0.2525, 0.1506, 0.1568, 0.4198, 0.3560, 0.3823, 0.4341, 0.3214, 0.2801, -0.7114, 0.1708, -0.9373, -1.0487, 0.1410, 0.3387, 0.3474, 0.3046, 0.2923, 0.3174, 0.4294, 0.1567, -0.6332, 0.1571, -0.8281, -0.9428, 0.2867, 0.3134, 0.3102, 0.2881, 0.3078, 0.2614, 0.3626, 0.2637, -0.6469, 0.2269, -1.0647, -1.0116, 0.0887, 0.4553, 0.3575, 0.2459, 0.3181, 0.3159, 0.3926, 0.1307, -0.6037, 0.0987, -0.9139, -0.8926, 0.2910, 0.3379, 0.3379, 0.2913, 0.2902, 0.2536, 0.3790, 0.1368, -0.6545, 0.1123, -0.9198, -0.8765, 0.3005, 0.3423, 0.3420, 0.2890, 0.2977, 0.2311, 0.3846, 0.3875, -0.6247, 0.1589, -0.2932, -1.0424, 0.0687, 0.1692, 0.3761, -0.1493, 0.3215, 0.3132, 0.3894],
  "lumo_ev": -3.74,
  "orbital_gap_ev": 6.79,
  "fmax_ev_per_a": 1.4,
  "charge": 1
}